# 1
{"formula": "C33H22F2FeINP", "method": "wB97M-V/def2-TZVPD", "total_charge": 2, "de_lowest_kj_mol": 532.2, "multiplicity": 6, "gap_ev": [8.0, 6.6], "largest_force_ev_per_a": 2.072, "e_tot_ev": -93259.0947, "e_homo_ha": [-0.5152, -0.5235], "elements": ["I", "Fe", "P", "F", "F", "N", "C", "C", "C", "C", "C", "C", "C", "C", "C", "C", "C", "C", "C", "C", "C", "C", "C", "C", "C", "C", "C", "C", "C", "C", "C", "C", "C", "C", "C", "C", "C", "C", "C", "H", "H", "H", "H", "H", "H", "H", "H", "H", "H", "H", "H", "H", "H", "H", "H", "H", "H", "H", "H", "H", "H"], "positions_angstrom": [[0.5745, 2.0310, 3.0461], [0.5923, 0.0098, 0.4044], [1.0235, 2.2546, -0.3715], [-1.0251, -4.9284, -1.5700], [-3.2245, -3.1772, 2.1455], [-0.3858, -0.0928, 2.0219], [-1.7792, 2.8854, -3.9391], [2.7169, 5.8493, -0.7442], [0.0124, 2.5774, -1.8344], [-0.6057, -1.8043, 0.0753], [-2.9170, 0.9180, 3.1042], [2.1979, 5.8732, 4.0634], [-2.3216, -3.0316, 1.1701], [-0.3771, -2.7992, -0.8388], [4.0163, -0.5115, -0.3209], [-1.0620, 1.7037, -3.8074], [3.0448, 1.3334, -2.1882], [-2.1528, -4.0702, 0.2752], [4.5526, -0.4614, -1.5973], [2.4843, 1.2926, -0.9149], [-1.4677, -0.7776, 2.0758], [-2.4212, 2.1116, 2.4093], [2.1095, 4.5924, -0.8322], [4.0767, 0.4668, -2.5180], [-1.2301, 2.6556, 2.1967], [2.8575, 6.4103, 0.4856], [2.9914, 0.3670, 0.0198], [-0.1745, 1.5445, -2.7558], [2.4044, 5.7429, 1.6467], [-1.6129, 3.9058, -3.0138], [1.3896, 3.9425, 2.8589], [-2.5608, -0.3668, 2.9617], [-1.1851, -3.9382, -0.7004], [1.6380, 3.8810, 0.2578], [1.7871, 4.4530, 1.5794], [-1.5511, -1.8737, 1.1171], [1.5829, 4.6140, 4.0378], [2.5962, 6.4145, 2.8818], [-0.7225, 3.7553, -1.9613], [-0.5996, 4.5614, -1.2492], [3.3217, 7.3808, 0.6044], [-2.4685, 3.0088, -4.7632], [2.7194, 0.4362, 1.0821], [-1.0874, 3.5856, 1.6611], [5.3520, -1.1340, -1.8760], [2.6589, 2.0217, -2.9295], [0.3799, 0.6147, -2.6775], [-3.1835, -1.1299, 3.4089], [3.0604, 6.3497, -1.6382], [0.3225, -2.7449, -1.6606], [4.4044, -1.2028, 0.4147], [-3.2289, 2.7174, 1.9977], [1.2567, 4.1745, 4.9720], [2.3436, 6.3901, 5.0008], [-1.1904, 0.9062, -4.5264], [2.0061, 4.1688, -1.8233], [-2.1741, 4.8250, -3.1118], [-3.8190, 1.1087, 3.6767], [3.0738, 7.3853, 2.8559], [-2.7532, -4.9660, 0.3476], [4.5116, 0.5083, -3.5078]], "atomic_forces_ev_per_a": [[0.140, 0.480, 0.121], [-0.945, -1.371, -0.050], [0.021, 0.106, 0.060], [-0.019, -0.005, 0.067], [0.017, 0.008, -0.049], [0.284, 0.189, 0.312], [-0.003, 0.003, 0.011], [-0.005, 0.016, 0.054], [-0.024, 0.065, 0.022], [1.295, 1.609, -0.166], [-0.005, -0.087, 0.045], [0.022, 0.039, -0.055], [-0.122, 0.103, 0.232], [-0.753, -0.342, 0.246], [0.015, -0.009, -0.034], [0.001, 0.014, -0.002], [-0.116, -0.073, -0.030], [-0.038, -0.043, 0.016], [-0.004, -0.009, 0.014], [0.119, 0.144, 0.037], [-0.237, -0.222, -0.264], [0.017, 0.022, -0.067], [0.034, -0.053, 0.003], [-0.002, -0.011, -0.010], [-0.120, -0.104, 0.075], [0.001, -0.015, -0.035], [0.013, 0.082, 0.092], [-0.001, -0.035, -0.023], [-0.004, 0.043, 0.035], [-0.007, -0.009, -0.020], [0.027, 0.053, -0.048], [-0.014, 0.264, -0.008], [0.138, 0.079, -0.254], [0.159, -0.007, -0.164], [-0.055, 0.024, -0.046], [0.065, -0.797, -0.347], [-0.061, -0.064, 0.101], [-0.017, -0.037, 0.013], [0.003, -0.022, 0.029], [0.013, 0.008, 0.001], [-0.002, 0.005, -0.010], [-0.004, 0.004, 0.001], [-0.031, 0.013, -0.002], [0.038, 0.022, 0.050], [0.001, -0.007, 0.010], [0.019, 0.006, -0.004], [0.000, 0.011, 0.035], [0.063, -0.047, 0.019], [0.002, -0.003, -0.004], [0.067, 0.020, 0.046], [0.006, -0.006, -0.007], [-0.003, -0.037, -0.051], [-0.009, -0.022, -0.016], [-0.002, -0.005, 0.006], [-0.001, -0.002, -0.002], [0.002, -0.015, -0.008], [-0.001, 0.002, -0.005], [0.027, 0.013, 0.033], [0.001, 0.004, 0.010], [-0.003, 0.000, -0.009], [-0.001, 0.007, -0.003]], "lowdin_charge": [1.754, 0.821, 1.007, 0.118, 0.109, -0.193, -0.043, -0.023, -0.382, -0.091, -0.047, -0.034, -0.197, -0.023, -0.037, -0.048, -0.059, 0.102, -0.026, -0.379, -0.313, -0.152, -0.095, -0.017, -0.375, 0.012, -0.183, -0.104, -0.138, -0.047, -0.498, 0.013, -0.248, -0.261, -0.173, -0.145, -0.120, 0.009, -0.086, 0.108, 0.133, 0.121, 0.087, 0.063, 0.126, 0.119, 0.099, 0.125, 0.127, 0.115, 0.126, 0.134, 0.103, 0.127, 0.119, 0.104, 0.119, 0.127, 0.132, 0.150, 0.127]}

---

# 2
{"formula": "C33H22F3N2O10P2S3Ta", "method": "wB97M-V/def2-TZVPD", "multiplicity": 1, "gap_ev": 7.6, "largest_force_ev_per_a": 0.987, "e_tot_ev": -118820.8908, "e_homo_ha": -0.3134, "elements": ["Ta", "S", "S", "S", "P", "P", "F", "F", "F", "O", "O", "O", "O", "O", "O", "O", "O", "O", "O", "N", "N", "C", "C", "C", "C", "C", "C", "C", "C", "C", "C", "C", "C", "C", "C", "C", "C", "C", "C", "C", "C", "C", "C", "C", "C", "C", "C", "C", "C", "C", "C", "C", "C", "C", "H", "H", "H", "H", "H", "H", "H", "H", "H", "H", "H", "H", "H", "H", "H", "H", "H", "H", "H", "H", "H", "H"], "positions_angstrom": [[0.5132, 0.1011, -1.4037], [-0.2203, 0.3023, 2.5145], [1.6521, -0.3428, -3.9365], [-1.3414, 1.4543, -2.5129], [-0.7808, 2.7160, -1.0139], [0.7164, 1.7202, 1.5439], [3.9917, -1.3152, -3.2540], [2.8837, -2.5431, -4.6573], [2.3078, -2.4906, -2.5661], [-3.5205, -3.8658, -0.2515], [0.3126, -0.8183, -3.5139], [2.0294, 0.6369, -2.8548], [-2.5049, -2.7211, -1.7712], [-0.5935, -6.7564, 2.2974], [1.3294, -6.0087, 2.9202], [-0.6080, -1.2584, -0.6084], [1.8696, -0.6598, -0.2666], [2.8751, -1.5943, 1.4948], [1.8846, 0.0308, -5.2777], [-2.5416, -3.3269, -0.7231], [0.2924, -5.9278, 2.2982], [-2.9596, 2.1396, 0.5168], [-0.4281, 6.1525, -3.1461], [-0.2897, 5.8984, 3.1772], [-0.9676, 4.7864, 3.6516], [1.9473, -1.5662, 0.7463], [0.8364, -2.5669, 0.7609], [1.0422, -3.7204, 1.5006], [4.3729, 1.3911, 3.2542], [4.7720, 1.8413, 0.9274], [1.7807, 5.5498, -2.4062], [-1.2913, -3.4277, 0.0515], [0.6931, 5.7528, 2.2069], [5.2562, 1.6086, 2.2054], [3.0076, 1.4105, 3.0266], [0.3800, 1.7203, -0.2119], [0.0713, -4.7025, 1.5124], [-3.6418, 4.7830, 1.0398], [-1.1030, -4.5723, 0.7982], [0.9379, 6.4034, -3.0995], [-0.1078, 4.2007, -1.7774], [-0.6797, 3.5259, 3.1476], [0.9958, 4.4931, 1.7162], [-2.5320, 4.5047, 0.2556], [0.2989, 3.3767, 2.1735], [3.4041, 1.8668, 0.6992], [2.5168, 1.6609, 1.7478], [2.7939, -1.7788, -3.5819], [-0.9519, 5.0517, -2.4912], [-2.1989, 3.1815, -0.0152], [-4.0538, 2.4269, 1.3129], [1.2590, 4.4453, -1.7479], [-0.3523, -2.3927, 0.0352], [-4.3987, 3.7485, 1.5660], [1.9125, 3.7649, -1.2195], [-1.7269, 4.8984, 4.4142], [1.2375, 6.6158, 1.8481], [-5.2604, 3.9709, 2.1813], [1.7955, 4.3769, 0.9974], [-1.9289, 5.3135, -0.1300], [-1.8588, -5.3447, 0.8159], [1.3449, 7.2631, -3.6143], [1.9576, -3.8365, 2.0635], [5.4578, 1.9870, 0.1037], [-0.5180, 6.8803, 3.5708], [-4.6393, 1.6203, 1.7312], [-1.1985, 2.6483, 3.5094], [-2.6887, 1.1100, 0.3135], [-2.0146, 4.8482, -2.5418], [3.0299, 2.0067, -0.3077], [4.7491, 1.1909, 4.2483], [-3.9041, 5.8108, 1.2502], [6.3229, 1.5798, 2.3821], [2.3148, 1.2099, 3.8343], [-1.0828, 6.8113, -3.6994], [2.8451, 5.7376, -2.3808]], "atomic_forces_ev_per_a": [[-0.475, 0.684, 0.530], [0.000, -0.037, 0.001], [0.260, -0.373, 0.135], [0.092, -0.135, -0.016], [0.100, -0.091, -0.028], [-0.028, 0.020, -0.111], [-0.048, -0.052, -0.080], [-0.014, -0.014, 0.087], [-0.003, -0.011, -0.001], [-0.081, -0.082, -0.006], [0.406, -0.030, 0.107], [-0.121, -0.297, 0.057], [-0.020, -0.072, -0.061], [0.026, -0.095, -0.064], [0.074, -0.082, -0.043], [0.110, -0.061, -0.242], [-0.053, -0.180, -0.247], [0.013, 0.000, -0.042], [-0.142, 0.212, 0.038], [0.160, 0.201, 0.124], [-0.136, 0.232, 0.165], [0.015, 0.007, 0.001], [0.005, -0.010, 0.004], [-0.019, 0.033, -0.015], [-0.066, -0.012, -0.030], [0.006, -0.029, -0.076], [0.107, -0.012, 0.025], [-0.052, 0.009, -0.021], [-0.001, -0.004, -0.014], [-0.003, -0.007, 0.019], [-0.007, -0.018, 0.014], [-0.159, -0.168, 0.065], [0.014, -0.026, -0.006], [-0.014, -0.002, -0.009], [-0.011, 0.029, 0.003], [0.002, 0.009, -0.044], [0.033, 0.006, -0.085], [0.060, 0.025, 0.028], [-0.024, 0.013, -0.034], [-0.011, 0.010, 0.000], [-0.038, 0.047, 0.013], [0.005, 0.023, -0.025], [-0.033, 0.001, 0.029], [-0.015, -0.042, 0.074], [0.009, -0.005, 0.010], [-0.006, 0.003, -0.032], [0.013, -0.056, -0.042], [-0.033, 0.196, -0.138], [0.027, -0.008, -0.034], [-0.022, -0.040, 0.024], [0.004, -0.001, -0.025], [-0.021, 0.008, -0.010], [0.032, 0.172, -0.015], [-0.011, -0.024, 0.027], [0.029, -0.038, 0.016], [-0.010, 0.000, 0.015], [0.014, 0.029, -0.013], [-0.014, 0.003, 0.011], [0.029, -0.003, -0.047], [0.031, 0.037, 0.019], [0.032, 0.029, 0.006], [0.009, 0.019, -0.012], [-0.010, 0.003, -0.012], [0.014, 0.005, -0.021], [-0.002, 0.015, 0.008], [-0.014, -0.019, 0.013], [-0.034, -0.031, 0.005], [0.006, 0.004, 0.010], [-0.008, -0.005, -0.019], [-0.003, 0.042, 0.010], [0.005, -0.004, 0.016], [-0.007, 0.024, 0.001], [0.023, 0.003, 0.006], [-0.009, 0.003, 0.014], [-0.017, 0.016, -0.013], [0.031, 0.004, 0.001]], "lowdin_charge": [1.600, 0.351, 0.583, 0.409, 0.507, 0.432, 0.167, 0.172, 0.144, 0.096, -0.411, -0.405, 0.108, 0.088, 0.092, -0.230, -0.213, 0.155, -0.190, -0.340, -0.354, -0.091, -0.066, -0.081, -0.076, -0.509, -0.066, 0.098, -0.068, -0.069, -0.063, -0.040, -0.072, -0.074, -0.088, -0.685, -0.109, -0.072, 0.098, -0.070, -0.345, -0.102, -0.083, -0.082, -0.339, -0.101, -0.354, -0.666, -0.097, -0.339, -0.059, -0.082, -0.233, -0.068, 0.080, 0.107, 0.105, 0.107, 0.095, 0.101, 0.139, 0.107, 0.142, 0.105, 0.104, 0.112, 0.067, 0.098, 0.114, 0.077, 0.106, 0.108, 0.104, 0.097, 0.108, 0.109]}

---

# 3
{"formula": "C33H23F2MnN3O5S", "method": "wB97M-V/def2-TZVPD", "total_charge": -1, "de_lowest_kj_mol": 15.2, "multiplicity": 5, "gap_ev": [6.8, 6.9], "largest_force_ev_per_a": 1.379, "e_tot_ev": -96896.1400, "e_homo_ha": [-0.1675, -0.1747], "elements": ["Mn", "S", "F", "F", "O", "O", "O", "O", "O", "N", "N", "N", "C", "C", "C", "C", "C", "C", "C", "C", "C", "C", "C", "C", "C", "C", "C", "C", "C", "C", "C", "C", "C", "C", "C", "C", "C", "C", "C", "C", "C", "C", "C", "C", "C", "H", "H", "H", "H", "H", "H", "H", "H", "H", "H", "H", "H", "H", "H", "H", "H", "H", "H", "H", "H", "H", "H", "H"], "positions_angstrom": [[-0.0685, -0.1682, -0.3438], [0.5668, 1.7583, -2.1231], [-0.4197, -3.4279, 4.1177], [-3.1124, -4.4459, 0.4514], [-4.1947, 5.0103, -5.7157], [3.0763, -2.0718, -3.2606], [-5.1306, 5.1498, -3.7251], [-1.2516, 1.0673, 0.7114], [1.3755, -1.0698, -1.2216], [1.1892, 0.5411, 0.9429], [0.6261, 1.2712, 2.0048], [-1.4790, -1.0723, -1.5512], [-0.2439, -2.0757, 2.1889], [-1.4393, 2.2169, 2.7744], [-0.8044, -3.1468, 2.8502], [-2.7705, 2.4919, 2.5031], [-3.0743, 3.4339, -2.6313], [-1.9515, -2.2565, -1.1213], [-3.5493, 3.1726, 3.4308], [2.6641, -0.9399, -1.1341], [3.5248, -1.4626, -2.1281], [-3.0165, 3.9779, -3.9154], [1.7645, -1.7689, -3.7384], [-0.7888, 2.6077, -2.8001], [-1.8372, 3.8101, -4.6420], [4.8893, -1.4057, -1.9623], [3.2605, -0.2829, -0.0377], [-0.8855, 2.6237, 3.9846], [5.4716, -0.8072, -0.8389], [-1.9957, 2.7640, -2.0847], [2.4531, 0.3859, 0.9596], [-2.1453, -3.6558, 0.9932], [-1.6628, 3.3010, 4.9130], [-1.6975, -0.6689, -2.8043], [-2.4026, -1.4275, -3.7175], [-2.6628, -3.0711, -2.0002], [-0.6407, 1.4705, 1.7569], [-1.5992, -2.6016, 0.2772], [-2.9980, 3.5767, 4.6379], [-2.8813, -2.6539, -3.3021], [-1.7683, -3.9585, 2.2840], [-0.7524, 3.1478, -4.1025], [-4.1335, 4.7207, -4.5498], [-0.6370, -1.7793, 0.8860], [4.6554, -0.2374, 0.1087], [-3.0258, -4.0265, -1.6602], [-4.8968, 4.9368, -2.8119], [1.7565, -2.1034, -4.7748], [-3.4226, -3.2932, -3.9899], [6.5484, -0.7759, -0.7333], [-4.5883, 3.3862, 3.2095], [-3.9823, 3.4929, -2.0358], [-1.2803, 0.2921, -3.0692], [5.0777, 0.2617, 0.9753], [-3.6058, 4.1029, 5.3645], [-1.7967, 4.2186, -5.6447], [-2.2158, -4.7829, 2.8206], [-2.0590, 2.3385, -1.0901], [1.0022, -2.2994, -3.1731], [0.1549, 2.3998, 4.1800], [0.4911, -1.4749, 2.7153], [-3.1838, 2.1621, 1.5588], [2.9626, 0.8539, 1.8008], [-1.2277, 3.6150, 5.8546], [-2.5520, -1.0593, -4.7230], [0.1572, 3.0290, -4.6783], [1.5600, -0.6975, -3.6884], [5.5033, -1.8389, -2.7442]], "atomic_forces_ev_per_a": [[-0.853, -0.081, -0.636], [0.041, -0.156, 0.006], [0.012, 0.040, -0.059], [0.050, 0.033, 0.005], [0.010, -0.132, -0.062], [-0.150, -0.197, -0.025], [0.049, -0.147, 0.130], [-0.670, 0.616, 0.340], [1.126, -0.623, -0.497], [-0.450, 0.249, 0.762], [0.324, -0.212, -0.148], [0.258, 0.083, 0.024], [0.195, 0.216, -0.008], [0.191, -0.057, 0.047], [-0.078, -0.098, 0.041], [-0.221, 0.088, 0.021], [0.015, -0.077, 0.081], [-0.130, -0.324, 0.148], [0.031, -0.022, -0.037], [-0.351, 0.067, 0.126], [0.156, 0.026, -0.088], [-0.052, -0.023, -0.044], [0.043, 0.052, -0.190], [-0.330, 0.157, 0.148], [0.044, -0.004, -0.049], [0.155, 0.010, -0.008], [0.021, 0.134, 0.261], [-0.006, 0.062, 0.082], [-0.037, 0.005, 0.016], [0.068, -0.027, -0.058], [0.750, -0.002, 0.046], [-0.087, -0.182, 0.132], [0.021, -0.028, -0.044], [-0.085, 0.091, -0.090], [0.035, 0.105, -0.008], [-0.078, -0.072, 0.003], [-0.188, 0.149, 0.037], [-0.070, 0.217, -0.528], [0.033, -0.010, 0.002], [-0.078, -0.184, 0.077], [-0.015, 0.024, -0.045], [0.050, -0.043, 0.097], [0.092, 0.265, 0.086], [-0.023, 0.035, 0.180], [0.073, 0.023, 0.008], [-0.001, 0.005, -0.046], [-0.043, 0.036, -0.106], [0.032, 0.011, -0.052], [0.006, 0.004, 0.041], [-0.022, -0.011, -0.018], [0.014, -0.008, 0.008], [0.025, -0.016, 0.007], [0.053, -0.085, 0.006], [-0.027, -0.021, -0.039], [0.016, -0.001, -0.012], [0.034, -0.019, 0.025], [0.023, 0.023, -0.011], [-0.013, 0.038, 0.009], [-0.014, -0.017, -0.023], [-0.024, 0.010, 0.006], [-0.041, 0.007, -0.062], [0.015, 0.002, 0.028], [0.104, 0.000, -0.047], [-0.009, -0.011, -0.020], [0.001, 0.004, 0.035], [-0.010, 0.019, -0.016], [-0.009, -0.037, -0.025], [-0.001, 0.019, 0.031]], "lowdin_charge": [0.771, 0.646, 0.048, 0.041, 0.091, -0.076, 0.089, -0.147, -0.209, -0.097, 0.098, 0.050, -0.023, -0.137, -0.273, -0.025, -0.041, -0.170, -0.089, -0.282, -0.215, -0.169, -0.074, -0.714, -0.030, -0.014, -0.133, -0.033, -0.109, -0.107, -0.049, -0.215, -0.093, -0.097, -0.043, 0.005, -0.467, -0.118, -0.107, -0.054, 0.051, -0.112, -0.491, -0.064, -0.070, 0.104, 0.080, 0.086, 0.108, 0.090, 0.096, 0.106, 0.059, 0.103, 0.093, 0.115, 0.126, 0.081, 0.078, 0.103, 0.106, 0.110, 0.132, 0.095, 0.109, 0.094, 0.071, 0.114]}

---

Which formula does entry 1 have?
C33H22F2FeINP

---

Which of these has the highest multiplicity?
C33H22F2FeINP